ORCA calculation (wB97M-V/def2-TZVPD) on C55H40F9NO19S2 as an isolated structure.

As for the net charge: 0. Its energy relative to the best compared isomer or geometry (same formula, charge and spin) is 0.0 kJ/mol. As for the lowest unoccupied orbital energy: -2.099 eV.

XYZ file:
```
126
C55H40F9NO19S2 | the OMol25 dataset | wB97M-V/def2-TZVPD
S 1.314 -3.291 -4.287
S 0.230 -2.921 -1.782
F -5.916 -1.745 -3.859
F -3.036 1.776 -3.502
F -3.293 -2.118 -1.614
F -4.096 0.265 -4.663
F -5.111 0.715 -2.230
F -3.156 0.376 -1.313
F -5.375 -1.564 -1.344
F -0.537 -1.741 -1.126
F -4.899 -3.554 -3.126
O 2.781 2.334 2.605
O 3.475 -0.854 6.775
O 1.385 -3.140 -0.983
O -0.141 1.495 8.489
O 5.880 -7.681 2.037
O -8.889 1.018 1.534
O -0.931 0.296 -3.101
O 3.360 -0.052 -5.259
O -0.693 -3.958 -2.065
O -8.025 0.308 8.563
O -0.831 -3.167 6.078
O -2.494 3.950 0.116
O -3.296 1.507 4.742
O 6.863 4.813 -7.300
O 10.860 6.274 -10.449
O 5.722 -2.507 3.140
O -5.472 -0.794 4.056
O 8.344 0.606 -6.907
O -9.643 -1.818 -2.869
N 0.549 -2.140 -3.196
C 4.103 -0.312 4.573
C 6.190 1.530 -6.693
C -5.582 -1.070 6.391
C -2.393 3.355 3.607
C 4.627 -4.365 2.206
C -8.179 0.534 -0.653
C 3.315 -0.129 5.816
C -9.065 0.374 0.523
C -4.733 -2.256 -3.451
C -6.222 -0.793 7.523
C 0.418 -0.793 8.403
C -1.914 -0.231 -3.944
C 4.506 0.101 -5.641
C 2.344 0.996 5.861
C 5.511 -0.977 -5.478
C -7.440 0.057 7.531
C -3.388 2.081 1.236
C -9.474 -1.164 -1.864
C 7.202 0.455 -6.532
C -3.585 1.459 2.401
C 9.172 4.712 -7.748
C -3.244 0.451 -3.626
C -2.183 3.966 2.446
C -10.366 -1.319 -0.685
C 4.665 -5.664 1.924
C -8.368 -0.178 -1.759
C -2.670 3.380 1.170
C 5.837 -6.498 2.293
C 7.548 6.009 -9.208
C -4.325 -1.497 -2.174
C -0.296 0.423 7.940
C -7.913 0.588 6.227
C 0.245 -1.963 7.794
C -7.273 0.312 5.094
C 8.552 6.376 -9.999
C 10.176 5.079 -8.538
C 2.945 1.603 3.559
C 9.947 5.941 -9.727
C -10.175 -0.607 0.421
C 4.937 1.365 -6.277
C 6.927 -4.525 3.270
C 0.388 0.303 -3.609
C 7.780 5.149 -8.021
C -1.212 0.288 6.780
C 5.754 -3.697 2.894
C 6.765 -0.814 -5.890
C -0.672 -2.100 6.630
C 3.927 0.490 3.526
C 2.176 1.801 4.817
C 6.966 -5.824 2.990
C -6.058 -0.541 5.089
C -3.970 0.018 -2.335
C -3.106 2.056 3.674
C 1.247 -0.832 -3.062
C -1.389 -0.881 6.172
H -4.107 0.513 2.484
H 7.520 -1.581 -5.782
H 6.524 6.313 -9.384
H 0.390 0.268 -4.703
H -11.166 -2.042 -0.785
H 6.531 2.448 -7.154
H 3.785 -3.741 1.943
H -4.692 -1.687 6.359
H 8.410 7.003 -10.870
H 0.842 1.246 -3.295
H 1.799 1.127 6.785
H 1.083 -0.668 9.248
H 3.853 -6.171 1.418
H 1.861 -2.318 -5.020
H 2.151 -0.867 -3.664
H 1.513 -0.639 -2.023
H -10.808 -0.704 1.294
H -8.801 1.207 6.258
H 4.184 2.135 -6.380
H 1.478 2.629 4.826
H -7.726 -0.086 -2.626
H -1.727 1.185 6.464
H -7.598 0.687 4.134
H -5.896 -1.166 8.486
H 4.823 -1.120 4.564
H -1.664 4.913 2.370
H 7.808 -6.453 3.250
H -3.743 1.684 0.294
H 9.313 4.082 -6.879
H 4.490 0.370 2.609
H 7.735 -4.011 3.775
H -1.974 -1.319 -3.830
H -1.722 -0.004 -5.000
H -7.375 1.253 -0.553
H -2.057 -0.997 5.327
H 0.759 -2.863 8.105
H -4.005 -2.190 -4.259
H 5.167 -1.888 -5.005
H -2.057 3.767 4.552
H 11.200 4.773 -8.362
```

ORCA calculation (wB97M-V/def2-TZVPD) on C32H33Cl7NO3PtS as an isolated structure.

As for the net charge: -1. Its energy relative to the best compared isomer or geometry (same formula, charge and spin) is 63.4 kJ/mol. As for the lowest unoccupied orbital energy: 2.340 eV.

XYZ file:
```
78
C32H33Cl7NO3PtS | the OMol25 dataset | wB97M-V/def2-TZVPD
Pt -0.258 -0.559 1.472
Cl -0.738 -2.617 3.708
Cl 1.224 -3.450 5.932
Cl -1.553 -6.069 0.085
Cl 3.200 0.285 1.372
Cl 4.161 -2.411 5.911
Cl 5.113 -0.554 3.615
Cl -2.060 -3.172 -0.037
S -2.723 0.681 2.251
O -1.477 0.518 3.040
O -2.458 0.134 0.900
O -3.923 0.205 2.883
N 0.686 -0.785 -0.294
C 1.913 -4.613 -1.596
C 1.097 -2.015 -0.760
C -1.006 2.753 -2.167
C 1.666 1.838 -2.947
C 1.565 -3.650 -2.531
C -2.303 -4.657 0.868
C -0.819 1.496 -3.018
C 1.602 -3.962 -4.005
C -3.801 2.864 1.021
C 0.211 2.920 -1.256
C -2.124 3.333 2.678
C 0.350 1.681 -0.364
C 1.450 -3.035 0.153
C 1.846 -4.297 -0.241
C 1.829 0.628 -2.022
C -0.695 0.275 -2.102
C 1.246 -1.127 2.611
C -3.142 5.151 1.450
C -3.274 6.617 1.147
C 1.752 -2.394 4.675
C 1.166 -2.385 -2.122
C 1.465 3.099 -2.107
C -3.917 4.217 0.761
C 3.477 -1.108 3.632
C 0.453 1.631 -3.860
C 3.065 -1.939 4.665
C 2.587 -0.724 2.628
C 0.551 0.384 -1.191
C -2.251 4.690 2.409
C 0.882 -1.993 3.667
C -2.899 2.426 1.982
C 2.191 -5.323 0.807
H 0.594 0.728 -4.464
H -0.561 1.608 0.235
H -4.388 2.143 0.467
H 2.569 1.943 -3.557
H -3.122 6.813 0.084
H -1.838 -4.547 1.841
H -1.409 2.974 3.406
H -1.685 1.367 -3.676
H -1.913 2.663 -1.561
H 1.330 -5.532 1.446
H 2.337 -3.341 -4.523
H -4.610 4.557 0.000
H 0.067 3.793 -0.610
H 1.188 1.797 0.324
H 2.099 -0.241 -2.618
H 3.000 -4.972 1.452
H -0.669 -0.632 -2.705
H -2.542 7.202 1.703
H -4.268 6.987 1.408
H -1.632 5.399 2.947
H 0.359 2.474 -4.554
H 0.633 -3.775 -4.472
H 1.382 -2.830 1.210
H 2.213 -5.606 -1.914
H 1.369 3.981 -2.750
H -1.122 3.636 -2.806
H 1.863 -5.006 -4.180
H 0.873 -1.697 -2.898
H 2.655 0.794 -1.327
H 2.505 -6.263 0.352
H -1.573 0.196 -1.453
H -3.364 -4.858 0.953
H 2.337 3.256 -1.463
```

ORCA calculation (wB97M-V/def2-TZVPD) on C26H38AlBrCl3F5LiMg2N2O11PS as an isolated structure.

As for the net charge: 0. As for the lowest unoccupied orbital energy: -4.916 eV.

XYZ file:
```
92
C26H38AlBrCl3F5LiMg2N2O11PS | the OMol25 dataset | wB97M-V/def2-TZVPD
Br 5.801 8.915 4.736
Cl 5.240 11.604 8.026
Cl 2.817 10.657 6.716
Cl 4.614 12.473 5.317
S 6.291 -6.483 -2.180
P 4.001 6.735 2.357
Al -9.387 0.347 2.735
Mg 2.501 -3.615 -1.705
Mg -0.499 -4.495 2.915
F -10.799 -0.374 1.881
F -9.284 2.103 2.348
F -1.999 -0.072 3.794
F -7.877 -0.475 2.199
F -9.588 0.135 4.512
O 4.991 7.085 3.480
O 2.650 6.336 2.972
O -2.217 2.668 2.267
O 3.582 -0.412 -2.564
O 7.043 -7.058 -1.082
O 4.556 5.561 1.533
O 1.756 0.540 -1.137
O 3.808 7.956 1.443
O 5.063 -5.745 -1.975
O -5.023 1.072 -1.832
O 0.312 -2.372 2.915
N -7.387 -2.945 0.396
N -4.911 1.774 -3.922
C 5.992 -7.750 -3.397
C -2.914 2.101 -2.395
C 2.599 2.732 1.771
C 3.943 12.015 6.891
C 7.386 -5.495 -3.188
C 6.278 -7.068 -4.726
C 3.229 1.846 0.546
C 7.548 -6.248 -4.507
C 2.372 1.868 -0.849
C -0.178 -1.266 2.344
C -4.292 1.578 -2.662
C -5.472 0.534 -4.510
C -4.105 -2.516 0.675
C 3.057 -1.810 -0.498
C -2.397 0.242 1.472
C -1.517 1.564 1.916
C 0.967 2.878 1.763
C -4.707 -0.988 0.428
C 2.793 -0.464 -1.455
C 0.140 1.476 1.963
C -2.576 -2.606 1.335
C -4.910 -3.911 0.310
C -3.898 0.394 0.826
C -6.435 -3.961 0.992
C 0.733 0.126 2.190
C -1.709 -1.231 1.718
Li -3.799 3.531 -3.955
H -4.320 1.488 0.671
H 4.967 -8.115 -3.312
H 8.411 -6.922 -4.443
H 0.691 3.561 2.702
H -5.903 0.801 -5.478
H 3.161 2.034 -1.729
H -2.988 3.085 -1.926
H 0.579 3.500 0.822
H -4.956 -4.076 -0.871
H 2.099 -2.522 -0.503
H 1.898 -0.012 2.270
H 3.333 -1.453 0.592
H -6.864 -5.053 0.775
H -5.777 -0.839 -0.068
H -2.120 -3.689 1.500
H 6.399 -7.797 -5.533
H 5.449 -6.402 -4.993
H -7.281 -2.071 0.993
H 7.733 -5.558 -5.336
H 1.597 2.739 -0.950
H -7.014 -2.654 -0.555
H 3.989 -2.427 -0.909
H -4.351 -4.857 0.776
H 4.289 2.332 0.293
H -4.663 -0.189 -4.642
H -6.382 -3.877 2.181
H 3.463 0.778 0.973
H 6.918 -4.518 -3.340
H 6.699 -8.564 -3.212
H -2.351 2.186 -3.328
H -5.730 2.344 -3.687
H -2.385 1.411 -1.732
H 3.392 12.869 7.292
H 3.166 3.777 1.875
H 8.343 -5.373 -2.674
H -4.296 2.280 -4.561
H 2.874 2.150 2.777
H -6.254 0.144 -3.852
```

ORCA calculation (wB97M-V/def2-TZVPD) on C17H34N2NbO3PS3 as an isolated structure.

Its spin multiplicity is 2. As for the net charge: +1. Its energy relative to the best compared isomer or geometry (same formula, charge and spin) is 0.0 kJ/mol. As for the lowest unoccupied orbital energy (alpha / beta): -2.794 / -3.287 eV.

XYZ file:
```
61
C17H34N2NbO3PS3 | the OMol25 dataset | wB97M-V/def2-TZVPD
Nb 0.087 -1.356 -0.864
S 1.160 -0.751 -3.223
S -0.826 -0.152 1.012
S 2.379 -0.642 0.529
P 1.046 0.155 1.759
O -0.155 1.358 -1.407
O 0.962 -0.580 3.155
O 1.436 1.680 1.965
N 2.207 1.444 -4.308
N 2.796 1.137 -2.133
C 1.893 -3.459 -0.484
C 1.507 -0.879 5.425
C -3.131 -0.944 -0.999
C 2.079 0.707 -3.178
C -3.563 -1.931 0.089
C -0.129 3.745 -1.198
C 1.455 -3.614 -1.826
C -4.374 -0.805 -1.913
C 0.029 -3.575 -1.842
C -0.463 -3.356 -0.512
C 0.902 2.548 3.026
C -2.012 2.535 -2.379
C -1.895 -1.279 -1.796
C 2.090 -0.914 4.027
C 0.726 -3.209 0.334
C -0.696 2.436 -1.634
C 2.076 3.088 3.802
H -1.622 -0.469 -2.491
H -4.238 -0.044 -2.692
H -2.973 0.026 -0.517
H 2.520 2.290 4.416
H 1.691 1.192 -5.127
H 2.082 -3.828 -2.691
H -2.815 2.106 -1.786
H 0.348 3.327 2.498
H 2.601 2.380 -4.255
H 3.415 1.943 -2.220
H 1.710 3.858 4.479
H -0.668 4.092 -0.336
H -2.884 -1.937 0.949
H -3.644 -2.934 -0.323
H 0.913 3.590 -0.922
H 2.316 -1.133 6.118
H -4.619 -1.755 -2.375
H -2.022 -2.220 -2.325
H -2.239 3.561 -2.628
H -1.463 -3.671 -0.181
H 2.917 -3.548 -0.118
H 2.703 0.702 -1.192
H -0.249 4.487 -1.981
H 2.846 3.530 3.156
H 1.163 0.106 5.701
H -1.921 1.934 -3.310
H 0.709 -1.602 5.569
H -4.565 -1.663 0.435
H 0.708 -3.183 1.422
H -5.234 -0.532 -1.312
H 2.894 -0.196 3.898
H 2.434 -1.922 3.748
H -0.600 -3.863 -2.688
H 0.201 1.990 3.653
```